The following is a quantum chemistry calculation of 2 unconnected molecules or ions with the total composition C11H15N at a distorted geometry, from OMol25.

Structure (XYZ):
```
27
Properties=species:S:1:pos:R:3:lowdin_charge:R:1
C 2.342 0.381 1.554 -0.16
C 3.276 -0.812 1.189 -0.15
H 2.180 0.871 0.588 0.04
H 1.478 0.031 2.112 0.06
H 2.837 1.223 2.051 0.06
H 3.690 -1.163 2.140 0.06
H 4.055 -0.408 0.564 0.06
H 2.668 -1.622 0.798 0.04
C -0.503 -2.060 1.053 -0.04
C -2.029 0.842 -0.790 -0.19
C -0.883 0.002 -0.542 -0.12
C -1.308 -0.987 0.402 -0.24
C -2.583 -0.666 0.767 -0.07
C -2.022 1.877 -1.720 -0.02
C -0.948 1.796 -2.607 -0.12
C 0.287 0.298 -1.276 -0.05
C 0.226 1.093 -2.366 -0.11
N -2.946 0.559 0.237 0.07
H -3.854 0.993 0.201 0.14
H -2.721 2.688 -1.869 0.10
H -3.285 -1.196 1.386 0.12
H -1.120 2.339 -3.539 0.10
H 1.144 -0.229 -0.864 0.09
H -0.672 -2.081 2.131 0.08
H 0.541 -1.956 0.788 0.04
H 1.024 1.225 -3.087 0.10
H -0.874 -3.038 0.701 0.09
```

Calculated values
- Kohn-Sham gap (eV) = 8.59
- ΔE to the lowest compared entry with this formula, charge and spin (kJ/mol) = 126.5
- molecular weight (g mol⁻¹) = 161.25
- SMILES = Cc1c[nH]c2ccccc12.CC